Computed, not measured: a molecular structure, C49H55ClN3O3PRu, with ωB97M-V/def2-TZVPD.

2S+1: 2
total charge: -1
max |F|: 0.48 eV/A
HOMO level (alpha / beta): -3.9 / -3.9 eV
energy relative to the best compared isomer or geometry (same formula, charge and spin): 0.0 kcal per mole
HOMO-LUMO gap (alpha / beta): 6.151 / 6.131 eV
LUMO (alpha / beta): 2.3 / 2.3 eV

CARTESIAN COORDINATES (ANGSTROEM)
C 0.438 1.790 0.954
H -0.172 -2.865 3.783
C 4.489 -3.636 3.035
C 4.457 -1.332 2.025
C 1.543 1.368 -1.481
H -1.097 -1.186 1.540
C -3.072 2.527 -3.206
H 2.823 3.199 4.661
H 2.516 1.469 4.635
C -2.397 4.239 -1.564
H -3.046 -2.050 3.185
C 1.404 1.637 1.955
C 6.429 0.056 2.015
C -1.480 -0.828 2.488
C -2.316 2.538 -4.376
H -2.576 -1.781 5.607
H -0.726 4.808 2.103
O -1.061 2.238 -1.869
H 1.083 4.465 3.786
H 4.361 -1.739 -2.340
H -1.272 -3.600 2.605
H -4.548 6.819 -1.088
H -1.114 3.144 0.386
H -2.416 8.079 -0.955
C 3.549 -1.316 -1.748
H -1.236 2.628 -4.349
C -2.915 2.405 -5.620
C -3.920 -2.907 0.415
C -3.603 6.303 -1.204
Cl 1.557 1.235 -3.405
H 8.178 -0.779 2.943
C 2.134 -4.783 -1.114
C -5.052 2.244 -4.564
H -5.047 2.341 -2.417
C 5.099 -0.143 1.677
H -4.687 -2.519 1.074
C 2.186 -0.640 1.260
C 2.664 -2.409 -1.229
H 0.366 -1.731 -3.904
C -3.102 1.900 -0.696
C -4.289 2.257 -5.723
H 7.050 -2.905 3.515
H -6.126 2.119 -4.624
C -2.386 2.732 -1.846
H -2.753 -1.464 -3.789
H 1.487 2.454 -1.383
C -1.212 6.329 -1.272
C 1.624 -2.157 -0.325
H -3.243 -0.950 -0.142
H 2.762 0.371 2.851
C -2.126 -1.109 4.873
H 5.142 -4.265 3.639
N 1.404 -0.855 0.243
N 2.188 0.462 2.032
C -2.027 -1.769 3.499
C -1.207 4.956 -1.486
C 2.735 2.336 4.000
H 4.218 -4.207 2.140
C -3.732 -4.277 0.291
H -4.530 4.392 -1.453
H 3.719 2.168 3.552
C -2.282 -0.646 -3.240
H -0.558 2.507 -2.645
H 2.989 -0.620 -2.376
H -4.759 2.149 -6.692
H 3.702 -3.931 -2.301
H 2.929 -2.536 1.403
C -2.116 -2.486 -1.139
C -1.223 -3.071 3.559
H -2.728 -0.200 4.825
C 0.897 3.729 3.011
H -1.132 -0.829 5.232
H 6.909 0.987 1.743
H -1.563 0.244 2.605
C 5.169 -2.343 2.689
C -3.121 -2.016 -0.287
C -2.410 7.010 -1.129
C 0.862 -3.211 0.166
O -4.247 2.251 -0.394
C 1.662 2.576 2.968
C 7.139 -0.931 2.680
O -2.432 0.945 -0.231
H 4.556 0.623 1.140
C 6.504 -2.122 3.000
Ru 0.013 0.469 -0.557
H 0.075 -2.983 0.872
C 1.108 -4.520 -0.220
H -0.261 4.438 -1.562
C -2.749 -4.755 -0.562
H -1.768 0.019 -3.934
C -0.105 3.920 2.071
H -3.045 -0.072 -2.720
H -2.298 2.412 -6.510
C -1.955 -3.865 -1.274
H -0.270 6.859 -1.205
H 3.563 -3.459 3.587
H 0.498 -5.322 0.178
H -1.200 -4.257 -1.942
C -4.453 2.380 -3.320
C 2.894 -3.729 -1.606
N 3.113 -1.596 1.713
C -0.312 2.972 1.084
H -0.843 -3.032 -3.773
H 2.567 1.068 -1.238
H 0.591 -3.018 -2.721
H -2.597 -5.822 -0.679
H 3.986 -0.740 -0.931
H -1.615 -3.740 4.329
P -1.049 -1.289 -2.052
H 2.347 -5.797 -1.429
C -0.154 -2.396 -3.211
C -3.598 4.935 -1.422
H -4.350 -4.968 0.853